{
  "formula": "C48H126N18O10P4",
  "method": "ωB97M-V/def2-TZVPD",
  "energy_ev": -136270.704,
  "homo_lumo_gap_ev": 8.08,
  "total_charge": 0,
  "e_homo_ev": -7.88,
  "smiles": "CN(C)P(=O)(N(C)C)N(C)C.CN(C)P(=O)(N(C)C)N(C)C.CN(C)P(=O)(N(C)C)N(C)C.CN(C)P(=O)(N(C)C)N(C)C.CC1(C)CCCC(C)(C)N1O.CN(C)C=O.CN(C)C=O.CN(C)C=O.CN(C)C=O.CN(C)C=O",
  "lumo_energy_ev": 0.19,
  "species": ["C", "N", "C", "P", "O", "N", "C", "C", "N", "C", "C", "H", "H", "H", "H", "H", "H", "H", "H", "H", "H", "H", "H", "H", "H", "H", "H", "H", "H", "C", "N", "C", "P", "O", "N", "C", "C", "N", "C", "C", "H", "H", "H", "H", "H", "H", "H", "H", "H", "H", "H", "H", "H", "H", "H", "H", "H", "H", "C", "N", "C", "P", "O", "N", "C", "C", "N", "C", "C", "H", "H", "H", "H", "H", "H", "H", "H", "H", "H", "H", "H", "H", "H", "H", "H", "H", "H", "C", "N", "C", "P", "O", "N", "C", "C", "N", "C", "C", "H", "H", "H", "H", "H", "H", "H", "H", "H", "H", "H", "H", "H", "H", "H", "H", "H", "H", "C", "C", "C", "C", "C", "C", "C", "C", "C", "N", "O", "H", "H", "H", "H", "H", "H", "H", "H", "H", "H", "H", "H", "H", "H", "H", "H", "H", "H", "H", "C", "N", "C", "C", "O", "H", "H", "H", "H", "H", "H", "H", "C", "N", "C", "C", "O", "H", "H", "H", "H", "H", "H", "H", "C", "N", "C", "C", "O", "H", "H", "H", "H", "H", "H", "H", "C", "N", "C", "C", "O", "H", "H", "H", "H", "H", "H", "H", "C", "N", "C", "C", "O", "H", "H", "H", "H", "H", "H", "H"],
  "coordinates": [[27.629, 16.995, -17.814], [26.588, 18.051, -17.564], [25.473, 17.653, -16.693], [26.313, 19.284, -18.772], [25.224, 20.268, -18.446], [27.814, 20.024, -19.122], [28.784, 20.228, -18.124], [28.162, 20.729, -20.390], [25.952, 18.489, -20.207], [24.590, 18.665, -20.834], [26.723, 17.435, -20.837], [28.424, 17.389, -18.447], [27.258, 16.068, -18.250], [28.029, 16.764, -16.826], [24.797, 16.916, -17.128], [24.931, 18.502, -16.276], [25.862, 17.327, -15.729], [29.156, 21.244, -18.259], [28.336, 20.066, -17.144], [29.560, 19.475, -18.261], [29.064, 21.327, -20.265], [28.416, 20.051, -21.205], [27.300, 21.288, -20.756], [24.216, 17.754, -21.302], [23.931, 18.821, -19.980], [24.657, 19.490, -21.543], [26.171, 16.575, -20.458], [27.765, 17.549, -20.538], [26.681, 17.425, -21.926], [30.329, 11.261, -7.893], [29.169, 10.375, -8.044], [28.495, 10.191, -6.713], [28.192, 10.392, -9.421], [27.138, 9.313, -9.574], [27.555, 11.952, -9.447], [26.260, 12.108, -8.702], [28.355, 13.175, -9.661], [29.290, 10.366, -10.699], [28.773, 10.838, -11.932], [30.222, 9.258, -10.869], [30.901, 11.070, -6.985], [30.034, 12.306, -7.985], [30.967, 11.167, -8.772], [29.091, 10.070, -5.808], [27.867, 9.302, -6.763], [27.720, 10.921, -6.479], [25.596, 12.812, -9.202], [25.818, 11.118, -8.588], [26.481, 12.665, -7.792], [29.336, 13.015, -10.108], [27.822, 13.929, -10.241], [28.478, 13.675, -8.700], [29.666, 11.174, -12.460], [28.354, 10.149, -12.665], [28.123, 11.712, -11.890], [31.210, 9.523, -11.246], [29.747, 8.486, -11.475], [30.546, 8.807, -9.932], [26.893, 14.636, -15.461], [26.554, 13.897, -14.223], [27.533, 14.042, -13.114], [25.892, 12.309, -14.377], [26.852, 11.283, -14.790], [25.099, 11.931, -12.879], [24.462, 12.916, -12.058], [24.866, 10.494, -12.561], [24.567, 12.569, -15.404], [23.602, 13.635, -15.176], [23.979, 11.541, -16.297], [26.829, 15.689, -15.188], [26.068, 14.521, -16.165], [27.908, 14.490, -15.830], [28.125, 14.953, -13.020], [28.218, 13.200, -13.217], [27.001, 13.940, -12.169], [24.594, 12.742, -10.990], [24.571, 13.944, -12.404], [23.414, 12.707, -12.271], [23.820, 10.269, -12.773], [25.506, 9.859, -13.174], [25.084, 10.210, -11.532], [23.629, 14.084, -16.169], [22.573, 13.283, -15.104], [23.842, 14.298, -14.345], [23.402, 10.779, -15.773], [24.805, 10.976, -16.728], [23.459, 12.037, -17.116], [28.001, 17.806, -8.592], [28.126, 17.359, -7.187], [27.381, 18.193, -6.269], [29.198, 16.104, -6.605], [30.001, 15.230, -7.507], [30.309, 17.181, -5.729], [31.669, 17.317, -6.213], [29.939, 17.632, -4.358], [28.233, 15.257, -5.523], [26.842, 15.016, -6.018], [28.658, 14.405, -4.437], [27.650, 16.970, -9.197], [28.981, 18.107, -8.961], [27.376, 18.691, -8.707], [28.046, 18.986, -5.927], [27.022, 17.593, -5.432], [26.557, 18.716, -6.755], [32.032, 18.341, -6.292], [32.418, 16.943, -5.515], [31.785, 16.864, -7.198], [28.907, 17.640, -4.009], [30.479, 17.053, -3.609], [30.350, 18.633, -4.230], [26.598, 15.497, -6.964], [26.622, 13.949, -6.064], [26.272, 15.439, -5.191], [27.817, 13.904, -3.958], [29.305, 14.922, -3.728], [29.232, 13.536, -4.760], [23.931, 24.946, -6.432], [24.488, 24.225, -7.660], [24.369, 25.393, -8.743], [26.048, 24.170, -7.295], [26.894, 23.330, -8.232], [26.244, 21.960, -8.407], [24.739, 22.000, -8.865], [24.749, 22.528, -10.310], [24.064, 20.630, -8.765], [23.908, 22.918, -7.942], [22.577, 23.067, -8.184], [24.492, 25.870, -6.290], [22.885, 25.206, -6.591], [24.042, 24.268, -5.586], [23.399, 25.374, -9.239], [24.441, 26.370, -8.264], [25.174, 25.391, -9.478], [26.467, 25.166, -7.154], [26.159, 23.716, -6.310], [27.052, 23.912, -9.140], [27.930, 23.311, -7.895], [26.215, 21.517, -7.411], [26.848, 21.277, -9.004], [25.555, 23.231, -10.517], [23.861, 23.090, -10.601], [24.828, 21.713, -11.030], [24.667, 19.907, -9.315], [23.108, 20.535, -9.279], [23.703, 20.231, -7.817], [22.592, 23.593, -8.987], [20.748, 17.954, -11.700], [21.370, 17.344, -12.885], [21.690, 15.871, -12.744], [21.759, 18.020, -13.948], [22.366, 17.507, -14.970], [19.809, 17.465, -11.439], [20.653, 19.037, -11.773], [21.358, 17.736, -10.824], [20.719, 15.387, -12.845], [22.244, 15.510, -13.610], [22.063, 15.665, -11.740], [21.621, 19.103, -13.806], [25.367, 18.563, -13.159], [26.316, 17.743, -12.406], [25.939, 16.727, -11.472], [27.689, 18.043, -12.435], [28.566, 17.323, -11.926], [24.600, 17.964, -13.649], [25.744, 19.128, -14.011], [24.907, 19.291, -12.490], [25.291, 17.158, -10.708], [25.507, 15.823, -11.901], [26.814, 16.290, -10.991], [28.017, 18.958, -12.953], [32.145, 17.064, -16.098], [30.860, 17.276, -15.531], [30.295, 16.174, -14.758], [30.366, 18.500, -15.591], [29.337, 18.844, -14.993], [32.492, 17.925, -16.670], [32.236, 16.180, -16.729], [32.810, 17.049, -15.234], [29.224, 16.226, -14.563], [30.504, 15.185, -15.166], [30.650, 16.139, -13.728], [31.091, 19.143, -16.114], [25.406, 21.472, -15.458], [23.961, 21.667, -15.017], [23.692, 22.656, -14.034], [22.942, 20.992, -15.656], [21.725, 21.195, -15.368], [25.796, 22.386, -15.907], [25.413, 20.705, -16.232], [26.118, 21.199, -14.680], [24.305, 22.395, -13.172], [23.881, 23.633, -14.478], [22.662, 22.646, -13.679], [23.307, 20.383, -16.498], [31.305, 17.653, -10.910], [32.543, 16.862, -11.308], [33.604, 17.512, -12.003], [32.438, 15.534, -11.095], [33.211, 14.705, -11.618], [30.878, 17.998, -11.852], [31.559, 18.521, -10.302], [30.532, 16.988, -10.524], [33.230, 17.791, -12.988], [33.891, 18.383, -11.414], [34.509, 16.905, -12.041], [31.617, 15.283, -10.406]],
  "forces_ev_per_angstrom": [[-0.730, 1.090, 0.835], [0.379, 1.144, -1.352], [0.606, 0.708, 0.609], [-0.092, -0.064, -0.768], [0.985, -1.466, 0.196], [-1.421, -0.702, -1.232], [0.260, -0.308, 0.953], [-1.064, -1.206, -0.060], [-1.178, 1.322, -1.088], [1.095, -0.004, 1.592], [-0.467, 0.274, 0.906], [-0.059, 0.042, 0.115], [-0.320, 0.052, -0.144], [0.305, -0.087, -0.078], [-0.059, 0.004, 0.050], [-0.403, 0.298, -1.004], [0.382, -0.780, -0.253], [0.368, -0.080, 0.637], [0.320, 0.226, 0.198], [0.719, 0.207, 0.298], [-0.405, 0.260, 0.318], [-0.025, -0.428, 0.013], [0.196, 0.400, 0.138], [0.476, -0.134, -0.192], [-0.345, 0.676, -0.481], [-0.529, -0.046, 0.044], [1.053, -1.050, -0.349], [-0.038, -0.599, 0.060], [-0.154, 0.379, -0.048], [-0.254, 0.535, -1.646], [0.191, -1.050, 2.178], [-1.506, -0.849, -1.134], [-0.284, -0.730, -0.787], [1.254, 1.744, 1.263], [-0.883, -0.290, -0.650], [1.629, 0.789, -0.822], [-0.756, -0.045, 1.014], [-0.235, 0.006, 1.942], [0.922, 1.190, -2.098], [0.120, -0.456, 0.784], [-0.248, -0.111, -0.087], [-0.002, 0.262, 0.783], [0.306, -0.418, 0.113], [0.763, 0.163, -0.601], [0.234, -0.392, -0.163], [0.253, 0.842, -0.106], [-0.180, -0.292, -0.545], [-0.096, 0.285, 0.247], [-0.054, -0.568, 0.629], [-0.206, -0.319, 0.035], [-0.251, -0.237, -0.471], [0.437, 0.029, 0.196], [0.124, 0.428, -0.429], [-0.479, -0.673, 0.538], [-0.063, -0.391, 0.519], [-0.281, 0.615, -0.790], [0.244, -0.146, -0.155], [-0.735, 0.004, 0.389], [-0.896, 0.507, 1.367], [-0.415, -0.307, 0.126], [-0.434, -1.225, -0.227], [-1.900, 1.169, 1.195], [-0.088, -0.557, -0.353], [3.254, -0.358, -0.991], [-1.757, -0.807, -0.653], [0.077, 0.905, -0.393], [0.372, -0.953, 0.017], [0.286, -0.101, -1.063], [2.007, -0.022, 0.431], [0.205, 0.099, 0.090], [0.490, -0.412, -0.364], [-0.117, -0.586, -0.319], [-0.420, 0.325, -0.688], [0.410, 0.153, 0.333], [0.023, -0.147, 0.015], [0.422, 0.313, -0.019], [0.693, -0.136, 0.282], [-0.846, 0.403, 0.613], [-0.204, -0.225, 0.008], [-0.059, 0.234, -0.159], [0.091, 0.431, 0.216], [-0.390, 1.317, 0.289], [-0.055, -0.379, 0.551], [0.151, 0.020, -0.449], [-0.599, 0.337, 0.090], [0.074, 0.040, -0.185], [-0.272, -0.107, 0.162], [1.286, -1.030, 0.350], [-0.451, -1.483, -1.027], [0.780, 0.013, 0.408], [1.403, 2.389, 1.079], [-1.032, 1.119, -0.289], [-2.584, -1.729, 0.135], [0.431, 0.284, 0.593], [1.897, 0.106, -0.297], [-0.581, 1.040, -1.572], [0.467, -0.004, 1.564], [0.770, -0.703, -0.218], [-0.081, 0.303, -0.252], [0.106, -0.049, -0.279], [-0.281, -0.283, 0.313], [-0.030, 0.214, 0.549], [-0.108, 0.304, 0.126], [-0.191, -0.430, -0.121], [-0.679, 0.604, -0.226], [0.005, -0.844, 0.100], [-0.104, -0.196, 0.269], [-0.131, -0.183, -0.950], [0.157, -0.355, 0.169], [-0.233, 0.310, -0.029], [0.280, -0.014, 0.225], [0.142, -0.042, -0.143], [-0.886, -0.079, -0.374], [-0.290, 0.712, 0.248], [-0.337, 0.152, 0.147], [0.339, -0.039, -0.481], [-0.740, -1.065, 0.131], [2.498, 2.830, 0.083], [0.087, -0.946, -0.284], [-0.711, -1.159, 0.087], [-0.053, 0.801, -0.578], [-0.838, 0.130, 1.049], [-0.897, 1.153, 0.141], [-0.279, 0.033, -0.430], [-0.494, -0.683, -0.977], [3.740, -0.074, 1.621], [-0.616, -0.469, -0.979], [-0.025, -0.224, 0.232], [-0.090, -0.046, 0.227], [-0.230, 0.253, 0.311], [-0.020, 0.070, -0.250], [-0.076, -0.185, 0.159], [-0.155, -0.305, -0.259], [-0.321, 0.198, -0.385], [-0.336, -0.170, 0.256], [-0.477, -0.298, -0.624], [-0.024, -0.608, 0.510], [0.113, -0.173, 0.249], [-0.286, 0.045, -0.422], [0.178, -0.180, 0.214], [-0.399, -0.183, 0.170], [0.096, -0.122, 0.017], [0.328, -0.276, 0.332], [-0.108, 0.839, -0.602], [1.075, 0.405, 0.606], [-0.897, 0.311, -0.609], [0.544, -0.529, 0.038], [0.244, -1.843, 1.423], [-1.768, 1.291, -0.687], [2.543, -0.760, -3.165], [-1.990, 1.662, 3.319], [-0.331, 0.220, -0.495], [-0.143, -0.172, -0.302], [0.405, 0.147, 0.019], [-0.078, -0.346, 0.271], [0.465, 0.412, 0.457], [0.420, 0.032, -0.281], [-0.183, -0.019, -0.611], [-0.502, -0.105, 0.337], [3.072, 0.945, -0.997], [-0.447, -0.773, 0.390], [0.023, -1.333, 0.392], [-1.606, 0.957, -0.545], [-0.186, -0.322, 0.417], [0.932, -0.164, 0.338], [-0.357, 0.043, 0.044], [-0.242, -0.180, 0.098], [-0.601, 0.317, -0.455], [0.203, 0.617, -0.022], [-0.610, -0.134, -0.190], [1.418, 0.121, 0.429], [-0.635, -1.494, -0.590], [-0.508, -0.156, 0.891], [-1.546, 0.504, 1.865], [0.906, 0.197, -1.041], [-0.337, 0.006, -0.175], [-0.122, -0.090, 0.253], [0.684, -0.698, -0.246], [-0.079, 0.541, -0.728], [0.193, 0.273, -0.467], [0.646, 0.278, 0.087], [-0.652, 0.535, -0.183], [-1.558, 0.239, -0.153], [0.943, -1.956, -1.513], [-0.133, 0.095, 0.600], [-1.845, 1.872, 0.989], [3.087, -0.934, -0.727], [-0.195, 0.148, -0.071], [-0.015, 0.119, 0.019], [-0.454, -0.065, 0.472], [0.277, 0.713, 0.117], [0.291, 0.269, 0.469], [-0.052, -0.255, -0.412], [-0.277, -0.203, 0.245], [1.465, -0.368, -1.640], [-2.514, -0.052, 2.001], [0.108, 0.163, 0.240], [2.141, -1.107, -1.473], [-1.364, 1.066, 1.150], [-0.096, 0.338, 0.064], [-0.052, -0.230, 0.287], [0.401, 0.162, 0.420], [0.473, 0.249, -0.233], [-0.137, 0.385, -0.269], [-0.378, -0.344, -0.285], [0.073, -0.254, -0.176]]
}